(1)
ORCA calculation (wB97M-V/def2-TZVPD) on C34H42EuNO4 as an isolated structure at a distorted geometry.

## Properties
- Expectation value of S²: 15.7607
- LUMO energy (alpha / beta): 2.18 / 2.18 eV
- Kohn-Sham gap (alpha / beta): 5.924 / 6.416 eV
- Net charge: -1
- 2S+1: 8

Each line ends with the Mulliken spin population.
Geometry (Å):
H 1.433 -3.316 3.806  -0.0001
H -1.321 -3.872 -0.181  0.0049
H -0.444 -2.107 4.522  0.0001
C 1.454 -1.386 4.776  -0.0004
H 3.921 -3.517 3.755  0.0001
C -1.765 0.043 5.438  0.0002
C 1.043 -1.661 -6.712  -0.0002
C -3.575 -0.335 -1.046  0.0044
H -3.198 1.375 6.306  0.0000
H 1.099 4.556 -3.423  0.0000
C 0.157 1.812 -3.282  0.0162
H -2.386 -1.151 -6.900  0.0000
C 1.456 -2.042 -0.816  0.0208
C -0.450 0.954 3.594  -0.0001
H -3.241 -1.750 2.000  0.0020
O -0.369 -0.119 -5.391  0.0027
H -1.518 -2.588 -6.224  0.0002
C 0.421 0.646 2.388  0.0050
C 1.326 -1.942 0.605  -0.0244
H -1.371 -2.166 -7.942  0.0000
H 0.171 0.786 -3.665  0.0030
C -0.690 -0.063 4.544  0.0003
C -3.377 0.794 -0.185  0.0051
O 0.935 2.668 -4.193  -0.0003
C -2.398 1.267 5.581  -0.0002
H -1.031 1.809 -6.158  0.0001
H -2.477 3.330 4.921  0.0000
H 4.271 1.527 5.667  0.0000
C 1.618 0.658 6.249  -0.0004
C 0.174 -2.678 1.007  -0.0233
C -0.226 1.070 -6.293  -0.0001
Eu -0.836 -0.536 -0.779  6.9813
C -1.249 2.392 -3.184  0.0039
H -0.721 3.036 3.182  0.0001
H 0.173 -3.107 -2.343  -0.0026
H 2.253 -1.593 -1.406  0.0034
C -1.042 2.197 3.796  -0.0009
O 1.643 0.541 2.596  -0.0002
H 4.482 0.492 7.101  0.0000
H 5.309 -1.688 4.730  0.0000
H 2.030 -1.454 1.281  0.0034
C 0.385 3.985 -4.048  0.0004
O -0.177 0.496 1.243  -0.0066
H 5.577 0.329 5.717  0.0001
C -3.474 -1.514 -0.236  0.0114
H 1.062 -2.460 -5.962  0.0000
C 2.062 -2.534 4.236  0.0002
C -0.239 0.325 -7.602  0.0001
C -3.186 0.316 1.140  -0.0114
H -1.777 2.165 -2.257  -0.0033
H -1.754 4.416 -3.940  0.0002
H 1.141 -2.103 -7.714  0.0000
C 3.644 -0.547 5.402  0.0010
C 2.250 -0.432 5.458  0.0003
H -1.844 2.042 -4.030  -0.0002
H -0.131 -2.874 2.045  0.0035
H 0.315 4.455 -5.039  0.0002
C 4.534 0.512 6.003  -0.0004
C 0.371 -2.849 -1.300  -0.0018
C -1.470 -1.751 -6.929  -0.0005
H -3.649 -2.535 -0.575  0.0020
H 1.321 1.499 5.613  0.0000
C -0.431 -3.230 -0.167  0.0114
C -0.263 -0.883 -6.646  0.0010
C -3.250 -1.105 1.119  -0.0142
H 0.759 1.526 -6.139  0.0000
C -0.991 3.898 -3.346  0.0012
H 1.910 -1.014 -6.518  0.0000
C 4.225 -1.648 4.781  -0.0005
H 2.312 1.059 6.990  0.0002
H -2.028 -0.809 6.069  -0.0001
H -3.461 1.852 -0.475  0.0021
H -3.814 -0.302 -2.117  0.0006
H 0.689 0.475 -8.144  0.0000
H -1.126 0.452 -8.226  0.0000
H -0.890 4.396 -2.370  -0.0001
H 0.568 1.801 -2.243  -0.0005
H 0.737 0.318 6.803  0.0000
H -3.113 0.933 2.040  0.0004
N 0.083 -1.238 4.605  -0.0004
C -2.003 2.357 4.802  0.0002
C 3.443 -2.662 4.229  -0.0001

(2)
ORCA calculation (wB97M-V/def2-TZVPD) on C34H42N2O3STe4Ti as an isolated structure at a distorted geometry.

## Properties
- LUMO energy: 3.86 eV
- ΔE to the lowest compared entry with this formula, charge and spin: 0.00 kJ/mol
- Kohn-Sham gap: 4.366 eV
- Net charge: -2

Each line ends with the Mulliken charge.
Geometry (Å):
H -1.823 0.426 0.377  -0.1210
O 2.306 1.301 1.446  -0.4494
S 0.741 -2.328 1.647  1.4108
H -1.071 -3.762 1.840  0.5064
Te 0.412 3.178 5.083  -0.3179
H -4.023 2.365 5.263  0.5068
C -0.153 2.348 1.043  1.0042
C -1.967 3.986 0.980  -0.5638
H -4.245 -0.095 4.998  0.3512
H 2.216 -4.450 4.174  0.4280
H -3.827 -3.057 -2.845  0.4181
H 2.962 -2.659 2.329  0.4571
H 2.658 1.949 -4.466  0.2957
H 3.242 0.763 -0.546  0.6623
C -2.358 0.595 2.288  0.0812
C 2.574 -0.202 -4.651  -1.4216
H 5.182 -0.177 -1.728  0.2928
H 0.670 5.125 -0.794  0.3841
H -1.660 5.765 -0.179  0.3478
H 3.341 -0.245 -5.434  0.5240
H -0.348 -5.001 3.783  0.3594
H 0.614 -1.384 -3.168  0.4450
H -3.767 -3.142 -1.087  0.3146
H 1.783 -4.859 2.503  0.2339
H -1.221 -2.438 3.047  -0.3732
O 0.987 -3.177 0.442  -0.8571
H 4.153 -2.321 -2.430  0.5254
C -3.104 -0.141 3.188  -0.7805
N -1.608 -0.052 1.248  0.4268
H -2.754 3.662 3.615  0.6129
C -1.234 4.829 0.165  -0.9602
C -1.439 2.771 1.431  1.0222
H -4.463 1.789 -2.935  0.4087
C 0.062 4.467 -0.181  -0.6374
C -0.552 -3.178 2.601  -0.3344
C -0.640 -0.181 -1.346  0.7573
H 1.592 3.004 -0.028  0.4618
C 2.684 -1.427 -3.739  0.3850
H -2.410 -3.743 -2.036  0.3860
H -3.149 -1.222 3.099  0.1868
H 0.052 -3.494 4.624  -0.0123
C -1.372 0.929 -1.768  -0.6236
H -2.969 4.266 1.287  0.4894
C -2.267 1.983 2.386  0.6709
C 1.587 -1.367 -2.670  -1.4264
H 4.908 1.038 -3.898  0.5487
H 1.730 2.038 -2.151  0.0734
Ti 0.773 0.366 1.179  -0.7551
C 0.576 3.255 0.259  -0.4292
H 1.958 -2.005 3.649  0.2742
C 4.114 1.058 -3.141  -1.3937
H 1.597 -0.195 -5.148  0.5384
C 1.717 -0.093 -1.809  2.0600
C -2.672 0.800 -2.252  0.5702
H 4.245 1.968 -2.548  0.5346
C -3.442 2.035 -2.641  -1.5816
C 4.211 -0.170 -2.234  0.3048
C 2.009 -2.748 2.848  -0.8890
C -3.239 -0.465 -2.333  -1.1626
C 2.741 1.071 -3.816  0.3724
O 2.511 -0.111 1.622  -0.6946
H 3.182 -0.989 -0.519  0.2340
C 1.620 -4.144 3.313  -0.7232
H 1.635 -2.237 -2.007  0.2585
H -1.929 -1.007 1.123  0.2805
H -0.937 1.915 -1.649  0.5569
N 0.649 -0.030 -0.767  0.7098
Te -1.632 3.620 6.736  -0.6628
H 2.553 -2.339 -4.333  0.2803
C -2.898 2.600 3.459  -1.1171
C -1.236 -1.445 -1.448  -0.5949
H -4.256 -0.574 -2.698  0.3197
H 4.849 -1.496 -3.832  0.5541
C 4.059 -1.440 -3.072  -1.4053
H -0.665 -2.303 -1.107  0.2393
C -3.616 1.866 4.394  -0.8402
H -3.480 2.738 -1.806  0.2769
C 3.110 -0.119 -1.172  -2.2955
C -2.526 -1.596 -1.933  0.5614
H 0.667 1.152 -3.242  0.5083
C -3.166 -2.960 -1.982  -1.7907
C 0.139 -4.030 3.676  -0.4056
C -3.728 0.494 4.252  -0.6568
Te -0.577 -1.119 6.166  -0.6974
C 1.643 1.127 -2.750  -1.2294
H -2.960 2.550 -3.474  0.3131
Te 0.371 0.525 4.233  0.4776

(3)
ORCA calculation (wB97M-V/def2-TZVPD) on C34H42N4OP2S2Zr as an isolated structure at a distorted geometry.

## Properties
- LUMO energy: -6.47 eV
- ΔE to the lowest compared entry with this formula, charge and spin: 25.77 kJ/mol
- Kohn-Sham gap: 6.748 eV
- Net charge: +2

Each line ends with the Mulliken charge.
Geometry (Å):
C -0.853 -3.715 3.674  0.2658
H -0.312 -1.663 -2.993  0.2592
C 1.549 -4.029 -1.132  -1.5658
H -5.079 3.184 -2.232  0.5305
H -3.132 -1.964 -1.280  0.5609
C -0.640 -6.102 3.145  -0.5276
H -1.172 0.212 3.721  0.4647
C -1.210 -2.987 -1.407  1.2284
C 1.754 -0.022 2.573  1.9144
C 2.661 2.371 -1.243  0.4911
H -1.891 -2.337 -3.368  0.4035
C -0.223 -2.146 2.153  -0.1206
O 1.919 0.160 -1.848  -0.8064
S -3.441 2.420 -0.812  -0.0745
C -2.871 6.599 -2.644  -0.6500
C 5.297 1.486 -1.524  -0.4535
C -1.761 5.352 -4.371  -0.7739
H -3.059 7.534 -2.138  0.4347
C 0.041 -3.175 1.213  -0.0003
H -1.878 -5.638 6.261  0.4335
H 1.388 2.093 3.000  0.3839
H 2.765 -0.184 4.447  0.5066
S -1.424 0.935 -2.570  -0.3094
C 1.296 2.872 -1.022  1.0985
C -4.024 2.998 -2.442  -1.3797
H -0.364 -6.866 2.436  0.4899
H 0.008 4.317 -1.890  0.0118
C -3.318 4.244 -2.896  0.7339
H 2.033 1.807 1.372  0.4236
H 1.075 0.232 4.641  0.3919
Zr 0.238 -0.049 -0.967  -0.2151
N -0.691 -2.413 3.345  -0.2543
N -0.915 2.452 -0.338  -1.0187
H 2.805 -0.657 0.737  0.0801
C 5.044 2.803 -1.161  -1.0033
H -2.425 -2.400 0.302  0.3192
C -1.976 6.549 -3.705  -0.4344
H -3.981 2.196 -3.180  0.4825
H -2.759 -4.420 -1.820  0.4857
H 4.435 -0.416 -2.074  0.5154
H -0.439 -3.351 -3.412  0.4531
N -0.069 -4.443 1.519  -0.2243
N 0.415 2.031 -0.590  0.9718
H -1.094 5.317 -5.222  0.4234
C -0.952 -2.563 -2.860  -1.4757
H -1.244 -7.430 4.678  0.4332
C 0.919 4.289 -1.288  -1.2829
H 1.619 -3.970 -2.218  0.4240
H 3.074 1.645 2.785  0.5465
P 0.404 -2.780 -0.527  1.3596
H 3.791 -0.577 2.187  0.5434
C 3.737 3.243 -1.039  -1.2783
H 1.707 4.825 -1.803  0.5431
C -2.428 4.203 -3.964  -0.1199
H -1.474 7.448 -4.031  0.4297
H -1.142 -5.091 -1.962  0.4000
C -3.543 5.455 -2.247  -0.3367
H 2.674 -1.922 1.977  0.2810
C -1.174 0.534 2.677  -1.6131
H -0.989 1.604 2.598  0.4311
H -1.632 -3.259 5.631  0.4966
H -1.890 -0.987 -0.619  0.1100
C -2.206 -2.053 -0.709  -1.0646
H 1.538 -1.428 4.250  0.3736
C -1.127 -6.398 4.380  -0.5896
C 2.954 1.049 -1.616  0.5991
C 2.798 -0.848 1.823  -1.5577
C 4.252 0.601 -1.759  -0.5141
P 0.114 -0.368 1.797  1.2913
C -1.788 1.990 -1.191  0.6664
H 0.684 4.785 -0.344  0.3740
H -1.844 -4.810 -0.365  0.3395
C -1.363 -4.055 4.953  -0.5568
H 2.541 -3.880 -0.707  0.4359
C 1.763 -0.382 4.064  -1.8011
C -0.502 -4.742 2.767  0.3237
C 2.064 1.469 2.415  -1.9625
H 6.314 1.141 -1.638  0.4655
C -1.494 -5.365 5.290  -0.5837
H 1.163 -5.004 -0.820  0.4407
C -1.763 -4.415 -1.377  -1.6781
H 3.547 4.267 -0.757  0.4837
H -2.151 0.320 2.242  0.4224
H -4.244 5.505 -1.425  0.4048
H -2.290 3.285 -4.519  0.3955
H 5.862 3.482 -0.984  0.4542

(4)
ORCA calculation (wB97M-V/def2-TZVPD) on a 9-piece molecular cluster, C34H43N9 overall at a distorted geometry.

## Properties
- LUMO energy: 0.66 eV
- ΔE to the lowest compared entry with this formula, charge and spin: 5.44 kJ/mol
- Kohn-Sham gap: 8.731 eV
- SMILES string: c1cc[nH]c1.c1cc[nH]c1.c1cc[nH]c1.c1cc[nH]c1.c1cc[nH]c1.c1cc[nH]c1.c1cc[nH]c1.c1cc[nH]c1.CC#N

Each line ends with the Mulliken charge.
Geometry (Å):
H 2.750 6.417 1.468  0.2024
H -1.518 1.737 -2.726  0.2336
N 2.847 5.448 1.708  0.0322
C 4.021 4.747 1.596  -0.7118
H 0.887 4.956 2.428  0.5152
H -3.711 -2.417 3.279  0.2483
H 4.577 2.712 2.095  0.4123
N -1.751 -4.781 4.081  0.0207
C 5.892 3.054 -2.572  -0.8147
C -0.516 -3.880 -1.767  0.3940
H -0.188 3.994 0.405  0.5459
H 4.438 0.125 1.625  0.3888
C -4.169 -0.748 2.087  -0.3681
H 1.044 1.563 0.875  -0.0830
H 2.882 4.008 -2.875  0.2053
H -2.451 -3.831 -2.846  0.4892
H -2.061 2.136 -5.365  0.3811
H -3.336 -0.791 1.403  0.5262
C 4.011 -0.646 -0.437  -0.3992
H 0.969 -6.137 -3.679  0.4092
C 3.829 3.486 2.071  -0.6336
C 4.921 3.672 -3.315  -0.5570
C -2.368 -4.159 2.042  -0.6873
C -2.414 -0.947 -4.392  -0.6421
H 0.608 1.720 -0.840  0.3003
H 2.910 -1.991 -1.827  0.3908
H 1.563 -4.702 -1.487  0.3942
C 3.208 -1.665 1.390  -1.0260
C 3.993 -0.618 0.984  0.0443
C -5.225 0.130 2.136  -0.4162
H 4.881 5.204 1.136  0.4398
N -0.920 -5.159 -3.535  -0.0026
C -1.408 -3.236 2.536  -0.0635
C -5.476 -1.355 3.796  -0.5923
H 4.513 0.018 -1.122  0.4857
C -1.794 1.005 -3.467  -0.1596
N -2.407 0.031 -5.352  0.0245
H -2.241 3.451 -1.318  0.5875
H 2.034 -3.023 0.280  0.2045
H -6.977 0.228 3.497  0.4111
H -0.950 -2.372 2.083  0.6757
C -3.118 2.489 0.437  -0.5167
H 5.820 2.203 -0.508  0.5144
H -0.803 2.856 2.695  0.3724
H -3.213 -5.948 3.062  0.4184
C 1.894 4.619 2.240  -1.1028
N -0.878 -0.838 0.338  0.1121
N -2.657 2.349 1.712  0.1653
C 2.445 3.394 2.450  0.2795
C -1.457 -4.219 -2.696  -1.2058
C 0.353 -5.448 -3.128  -0.6123
H 3.265 3.060 -0.565  0.4045
H -5.809 -1.988 4.600  0.3755
N -4.340 -1.652 3.093  0.1642
C -2.207 3.229 -0.264  -1.1598
H -2.683 -0.090 -6.309  0.1847
C -1.128 3.511 0.616  0.0490
C -2.566 -5.088 3.029  -0.4855
C -2.076 -0.360 -3.205  0.0869
N 2.747 -2.314 0.282  0.1487
H -4.050 2.055 0.121  0.3161
H 4.873 4.029 -4.329  0.4122
H -2.993 -4.042 1.171  0.4545
C -1.016 -3.661 3.780  -0.9632
N 3.783 3.713 -2.543  0.0010
C -2.033 1.221 -4.798  -0.8225
H -5.348 1.004 1.516  0.3119
H 1.752 0.466 -0.433  0.3090
H -2.633 -1.970 -4.645  0.3557
C 4.011 3.115 -1.338  -0.3878
C -6.048 -0.249 3.239  -0.7077
C -0.130 0.003 0.117  -0.3181
H -1.415 -5.630 -4.270  0.1858
H -1.710 -5.353 4.906  0.1736
C 0.891 1.023 -0.051  -0.2011
H -0.311 -3.274 4.495  0.4201
H -0.666 -3.144 -0.993  0.6115
H 2.911 -1.964 2.381  0.4107
C 3.240 -1.704 -0.843  -0.6391
H 2.003 2.484 2.822  0.6252
C 0.637 -4.673 -2.039  -0.7118
H 6.915 2.884 -2.865  0.4066
H -3.072 1.738 2.398  0.2390
C -1.437 2.952 1.829  -0.6114
H -1.956 -0.871 -2.263  0.3167
C 5.317 2.694 -1.325  -0.1853

(5)
ORCA calculation (wB97M-V/def2-TZVPD) on C34H44BClHfN5O6Se4Te as an isolated structure at a distorted geometry.

## Properties
- LUMO energy: 1.58 eV
- ΔE to the lowest compared entry with this formula, charge and spin: 39.24 kJ/mol
- Kohn-Sham gap: 5.327 eV
- Net charge: -1

Each line ends with the Mulliken charge.
Geometry (Å):
N 0.937 -1.245 -2.649  -0.9249
Se -2.581 0.845 0.168  -0.1250
Cl -1.250 -9.179 -0.765  -0.2390
O -1.434 3.870 2.043  -0.3697
C 2.333 1.388 4.740  -0.5800
C -3.583 -1.144 -3.540  -1.7914
C -1.495 -2.270 -4.474  1.3275
C 0.014 -5.944 -2.736  -0.1570
C 1.947 -1.164 4.764  -1.3278
H -1.937 -3.780 -2.017  0.1450
H 0.485 -2.993 -4.777  0.5547
H 5.533 5.282 -0.129  0.4153
C -1.097 -7.905 -1.940  0.3847
H -0.032 -0.842 -5.111  0.5527
C -0.425 -3.365 -4.304  -0.9996
O 3.976 -0.475 1.655  -0.6532
C 4.315 1.789 0.859  0.1096
H -0.693 4.383 5.533  0.2423
C 1.249 5.646 2.988  -2.2299
H -2.471 6.096 4.326  0.3663
C 5.660 2.067 0.967  -0.6137
O 0.393 3.461 3.334  0.3275
C 3.418 2.739 0.401  0.2727
H -2.547 4.318 4.417  0.1395
C -1.287 6.243 1.854  -1.9739
C -0.801 -0.895 -4.342  -2.5215
H -1.117 7.188 2.375  0.3556
H -4.025 -3.380 -5.055  0.4406
H 0.082 -5.049 -5.541  0.3545
B -0.501 2.926 2.416  1.1183
H 0.794 -5.203 -2.607  0.4293
H -4.533 -3.609 -3.391  0.5586
C 6.079 3.343 0.595  -0.4477
N 2.189 0.809 0.905  0.7508
O 0.935 0.276 3.198  0.1899
H 1.365 5.438 1.923  0.1941
C 5.173 4.298 0.141  -0.7338
C -2.359 -2.776 -2.095  -1.3732
H -1.528 -0.110 -4.538  0.4601
H 7.128 3.603 0.666  0.4053
C 1.130 -0.762 -1.449  -0.7561
C -0.101 -6.954 -1.793  -0.9411
O 0.974 2.559 0.205  -0.7794
C -1.848 -6.832 -3.936  -0.1649
H -4.557 -1.348 -3.094  0.5115
C 1.702 0.172 4.145  0.3513
H 1.118 6.721 3.126  0.3840
Te -2.080 0.262 3.680  0.2900
Hf -0.129 0.829 1.256  -0.9840
H -0.534 6.124 1.077  0.2858
H -1.465 0.869 -2.214  0.8468
H 6.354 1.321 1.330  0.5138
H 1.929 -1.091 -0.806  0.5890
C -0.857 -5.862 -3.819  0.3897
N 1.857 -3.361 2.143  -0.7733
H -2.264 6.290 1.371  0.4546
H -3.254 -2.750 -1.469  0.5887
C -3.658 -3.559 -4.041  -2.2720
H -3.389 5.168 3.125  0.4917
C -1.281 5.069 2.824  1.8887
C -0.726 -4.771 -4.860  -1.1407
H 2.234 2.238 4.071  -0.2760
C 0.897 -2.810 1.804  0.4248
Se -0.670 -2.005 1.279  -0.0102
H 2.168 5.342 3.493  0.5245
O -1.913 -2.183 -5.843  -0.7007
H -2.541 -6.789 -4.769  0.3469
C 0.086 4.850 3.574  1.9577
H -0.254 6.096 5.313  0.3955
C 3.815 4.009 0.039  -0.3032
H -1.629 -4.790 -5.474  0.3931
H 3.098 4.745 -0.301  0.5203
C -2.745 -2.430 -3.538  2.8688
H 1.025 -1.468 5.267  0.2694
C 0.022 5.065 5.077  -1.9908
N 0.199 0.161 -1.073  0.2911
C -0.599 0.235 -2.121  -0.7258
C -2.490 5.171 3.743  -1.9274
H -3.747 -0.776 -4.555  0.3428
Se -3.943 1.028 2.091  -0.4299
H 1.006 4.868 5.508  0.4091
H 1.775 1.618 5.654  0.3421
H 0.571 -6.997 -0.947  0.4435
N -0.184 -0.605 -3.065  0.8935
H -3.137 -0.353 -2.936  0.0932
H -0.186 -3.431 -3.246  0.5580
C -1.976 -7.854 -3.007  -0.8618
Se -2.157 1.765 5.602  -0.6997
H -2.753 -8.599 -3.102  0.4007
C 2.092 2.075 0.458  1.3124
H 2.757 -1.133 5.489  0.3990
H 2.147 -1.897 3.982  0.2284
H -2.264 -3.038 -6.108  0.5642
C 3.525 0.545 1.202  -0.5155
H 3.368 1.186 5.018  0.4870
H -3.176 -4.533 -3.992  0.3604
H -1.653 -2.081 -1.644  -0.1937